No. 1
Computed, not measured: a cluster of 3 separate species, C23H49N6O2 in total in a non-equilibrium geometry, with ωB97M-V/def2-TZVPD.

```
80
Properties=species:S:1:pos:R:3:lowdin_charge:R:1
C 0.341 0.961 -1.987 -0.08
C 0.955 -0.186 -1.172 -0.20
C 1.240 0.171 0.293 -0.21
C 2.437 -0.641 0.878 -0.07
N 3.615 0.241 0.780 -0.13
N 4.023 0.747 2.043 0.11
C 3.126 1.279 -0.018 -0.33
N 3.833 1.822 -0.970 0.30
N 1.802 1.591 0.231 0.10
H -0.547 1.298 -1.457 0.07
H 1.035 1.775 -2.166 0.06
H 0.040 0.574 -2.958 0.08
H 1.846 -0.586 -1.659 0.11
H 0.208 -0.980 -1.161 0.10
H 0.401 0.198 0.978 0.15
H 2.296 -0.963 1.906 0.13
H 2.629 -1.556 0.322 0.12
H 4.943 1.167 1.979 0.10
H 3.383 1.456 2.403 0.10
H 4.454 1.257 -1.531 0.16
H 3.717 2.799 -1.193 0.15
H 1.644 2.157 1.061 0.14
C 1.498 -5.667 -4.301 -0.02
C 1.388 -5.064 -2.882 -0.48
C 1.243 -6.176 -1.840 -0.13
C -0.127 -6.849 -1.852 -0.17
C -1.242 -5.812 -1.732 -0.13
C -1.145 -4.703 -2.781 -0.49
N 0.232 -4.114 -2.795 -0.08
O 0.384 -3.305 -1.803 -0.05
C -1.527 -5.257 -4.163 -0.03
C -2.164 -3.611 -2.477 -0.04
C 2.688 -4.308 -2.637 -0.05
H 2.543 -5.773 -4.589 0.08
H 1.051 -6.656 -4.380 0.07
H 1.034 -5.022 -5.045 0.08
H 1.422 -5.759 -0.844 0.12
H 2.027 -6.917 -2.013 0.13
H -0.257 -7.445 -2.758 0.10
H -0.192 -7.550 -1.019 0.12
H -2.217 -6.295 -1.821 0.13
H -1.205 -5.365 -0.733 0.12
H -1.363 -4.508 -4.939 0.09
H -2.586 -5.514 -4.167 0.09
H -0.989 -6.159 -4.439 0.06
H -2.056 -3.219 -1.468 0.08
H -3.167 -4.025 -2.567 0.09
H -2.071 -2.783 -3.182 0.09
H 2.805 -3.492 -3.353 0.09
H 3.524 -4.995 -2.761 0.09
H 2.743 -3.898 -1.630 0.07
C -2.861 5.312 4.586 -0.02
C -1.441 4.846 4.189 -0.48
C -0.663 5.997 3.547 -0.13
C -1.134 6.346 2.135 -0.17
C -1.144 5.104 1.244 -0.13
C -1.944 3.948 1.846 -0.50
N -1.509 3.681 3.250 -0.08
O -0.395 3.027 3.250 -0.05
C -3.445 4.272 1.764 -0.03
C -1.751 2.685 1.028 -0.05
C -0.751 4.424 5.480 -0.04
H -2.881 5.616 5.631 0.08
H -3.209 6.165 4.006 0.07
H -3.588 4.508 4.482 0.09
H 0.399 5.733 3.507 0.12
H -0.741 6.872 4.195 0.13
H -2.125 6.803 2.160 0.10
H -0.468 7.096 1.706 0.12
H -1.555 5.345 0.262 0.13
H -0.109 4.780 1.079 0.12
H -4.033 3.513 2.282 0.10
H -3.756 4.280 0.720 0.09
H -3.705 5.243 2.174 0.06
H -0.707 2.406 0.911 0.04
H -2.152 2.831 0.024 0.09
H -2.282 1.842 1.474 0.10
H -1.272 3.587 5.946 0.10
H -0.761 5.263 6.173 0.09
H 0.287 4.138 5.321 0.08
```

Results
E_HOMO (alpha / beta) = -10.47 / -11.49 eV
Energy relative to the best compared isomer or geometry (same formula, charge and spin) = 46.2 kcal/mol
Multiplicity = 3
Net charge = +1


No. 2
Computed, not measured: a cluster of 5 separate species, C23H50BrN2O4 in total in a non-equilibrium geometry, with ωB97M-V/def2-TZVPD.

```
80
Properties=species:S:1:pos:R:3:lowdin_charge:R:1
C 2.571 -2.634 -2.599 -0.15
C 0.999 -2.158 -2.443 -0.27
C -0.047 -3.371 -2.082 -0.64
Br 0.455 -5.106 -2.948 0.68
C -1.606 -2.950 -2.362 -0.08
C -2.053 -1.700 -3.296 0.10
C -3.656 -1.603 -3.297 0.05
N -4.532 -2.518 -2.569 -0.03
N -4.261 -3.599 -1.817 0.10
C -2.816 -3.780 -1.739 0.02
H 2.777 -2.771 -3.746 0.09
H 3.227 -1.732 -2.194 0.10
H 2.854 -3.574 -1.960 0.08
H 0.955 -1.398 -1.531 0.12
H 0.734 -1.546 -3.405 0.11
H 0.048 -3.550 -0.905 0.14
H -1.325 -0.972 -3.840 0.13
H -4.143 -0.726 -3.934 0.16
H -5.577 -2.311 -2.633 0.19
H -2.485 -4.709 -1.061 0.14
C -3.058 -5.144 4.834 -0.07
C -2.383 -4.173 3.881 -0.28
O -2.262 -4.668 2.551 -0.17
C -3.476 -4.986 1.877 -0.28
C -4.409 -3.797 1.716 -0.09
H -2.532 -6.104 4.842 0.09
H -3.066 -4.738 5.850 0.08
H -4.095 -5.340 4.544 0.07
H -1.364 -3.983 4.237 0.12
H -2.893 -3.203 3.879 0.10
H -3.979 -5.819 2.375 0.11
H -3.195 -5.346 0.881 0.09
H -4.751 -3.418 2.682 0.07
H -5.292 -4.081 1.135 0.07
H -3.900 -2.974 1.202 0.07
C 2.156 2.720 0.928 -0.06
C 2.096 2.531 -0.577 -0.26
O 1.331 1.399 -0.981 -0.18
C -0.042 1.391 -0.603 -0.29
C -0.834 2.559 -1.170 -0.07
H 2.541 1.818 1.414 0.07
H 2.806 3.563 1.182 0.09
H 1.166 2.923 1.350 0.07
H 3.113 2.369 -0.951 0.12
H 1.727 3.434 -1.075 0.10
H -0.136 1.341 0.485 0.10
H -0.469 0.460 -0.993 0.09
H -0.473 3.516 -0.784 0.07
H -1.892 2.468 -0.904 0.08
H -0.746 2.591 -2.261 0.08
C -0.024 -0.424 3.770 -0.08
C 1.258 -0.643 2.987 -0.28
O 2.409 -0.079 3.607 -0.17
C 2.739 -0.570 4.903 -0.27
C 3.031 -2.062 4.931 -0.08
H -0.186 0.643 3.954 0.08
H -0.882 -0.821 3.218 0.07
H 0.006 -0.923 4.744 0.07
H 1.159 -0.156 2.010 0.10
H 1.420 -1.707 2.784 0.11
H 1.955 -0.307 5.618 0.11
H 3.640 -0.033 5.220 0.12
H 2.152 -2.650 4.657 0.06
H 3.342 -2.371 5.934 0.08
H 3.827 -2.312 4.222 0.08
C 2.397 5.364 -4.886 -0.08
C 1.513 5.448 -3.655 -0.28
O 2.166 6.010 -2.520 -0.17
C 2.649 7.343 -2.658 -0.27
C 1.557 8.356 -2.961 -0.08
H 3.310 4.802 -4.667 0.08
H 1.866 4.869 -5.705 0.08
H 2.700 6.356 -5.236 0.07
H 1.211 4.435 -3.371 0.10
H 0.589 5.996 -3.869 0.11
H 3.444 7.382 -3.409 0.11
H 3.115 7.607 -1.702 0.12
H 1.081 8.161 -3.925 0.06
H 1.973 9.368 -2.990 0.08
H 0.775 8.319 -2.195 0.08
```

Results
E_HOMO = -11.24 eV
Energy relative to the best compared isomer or geometry (same formula, charge and spin) = 121.4 kcal/mol
Net charge = +1


No. 3
Computed, not measured: a structure of composition C23H50CeN2O2P3 in a non-equilibrium geometry, with ωB97M-V/def2-TZVPD.

```
81
Properties=species:S:1:pos:R:3:lowdin_charge:R:1
Ce -0.571 0.813 0.338 1.00
P -1.396 1.800 -2.169 0.81
C -2.940 2.558 -1.476 -0.26
C -3.602 2.110 -0.216 -0.31
N -2.910 1.536 0.721 -0.04
C -3.424 1.337 1.957 -0.28
C -4.871 1.519 2.174 0.07
C -5.601 1.975 1.071 0.01
C -4.998 2.273 -0.132 0.04
C -2.663 0.905 3.144 -0.25
P -0.818 1.402 3.102 0.81
H -5.544 2.669 -0.972 0.14
H -5.248 1.326 3.111 0.10
H -6.676 2.130 1.203 0.14
H -3.042 1.343 4.087 0.12
H -2.678 -0.195 3.257 0.12
H -2.601 3.625 -1.239 0.07
H -3.601 2.714 -2.269 0.09
H -1.344 4.783 -0.201 -0.02
O -1.901 5.055 -0.934 -0.06
H -2.618 5.627 -0.563 0.12
H -0.002 3.086 0.462 -0.03
O -0.003 4.089 0.454 -0.07
H -0.078 4.589 1.400 0.19
C -0.965 3.101 3.764 -0.24
H -1.408 3.097 4.773 0.08
H 0.047 3.532 3.808 0.07
H -1.581 3.709 3.091 0.05
C -0.197 0.518 4.607 -0.22
H 0.870 0.788 4.736 0.07
H -0.759 0.806 5.520 0.08
H -0.268 -0.577 4.456 0.05
C -1.979 0.575 -3.346 -0.22
H -2.369 1.051 -4.239 0.07
H -1.164 -0.082 -3.653 0.04
H -2.748 -0.069 -2.927 0.07
C -0.714 3.102 -3.198 -0.20
H 0.292 2.809 -3.523 0.07
H -1.332 3.240 -4.088 0.08
H -0.651 4.026 -2.649 0.04
C 2.756 0.706 -0.880 -0.06
C 2.804 -0.744 -1.395 -0.59
C 2.513 -0.694 -2.911 -0.06
C 4.240 -1.303 -1.201 -0.05
P 1.596 -1.867 -0.535 1.00
N 0.276 -0.917 -0.352 -0.38
C 1.090 -3.316 -1.509 -0.61
C 2.346 -4.074 -2.045 -0.05
C 0.264 -4.322 -0.670 -0.07
C 0.200 -2.912 -2.709 -0.07
C 2.041 -2.267 1.231 -0.59
C 0.794 -2.716 2.027 -0.07
C 3.091 -3.407 1.257 -0.05
C 2.643 -1.034 1.934 -0.07
H 3.499 1.282 -1.443 0.12
H 3.016 0.795 0.177 0.07
H 1.778 1.173 -1.064 0.04
H 3.186 0.051 -3.369 0.11
H 2.695 -1.649 -3.426 0.08
H 1.482 -0.362 -3.102 0.07
H 4.580 -1.240 -0.151 0.08
H 4.341 -2.353 -1.548 0.09
H 4.936 -0.686 -1.809 0.12
H 3.030 -4.366 -1.221 0.08
H 2.011 -5.008 -2.547 0.12
H 2.912 -3.481 -2.786 0.07
H -0.606 -3.818 -0.224 0.09
H -0.117 -5.117 -1.340 0.11
H 0.855 -4.816 0.112 0.07
H -0.598 -2.236 -2.361 0.06
H 0.758 -2.424 -3.511 0.07
H -0.272 -3.813 -3.130 0.11
H 0.491 -3.738 1.792 0.08
H 1.025 -2.672 3.101 0.10
H -0.061 -2.057 1.843 0.05
H 4.000 -3.158 0.676 0.08
H 3.402 -3.557 2.312 0.12
H 2.685 -4.370 0.895 0.08
H 3.594 -0.713 1.496 0.08
H 1.942 -0.185 1.957 0.05
H 2.840 -1.307 2.984 0.11
```

Results
E_HOMO (alpha / beta) = -17.46 / -17.46 eV
Energy relative to the best compared isomer or geometry (same formula, charge and spin) = 0.0 kcal/mol
Net charge = +3